Computed, not measured: a molecular structure, C2H4N2O at a distorted geometry, with wB97M-V/def2-TZVPD.

Summary:
Frontier orbital gap   0.377 Eh
Charge   0
Maximum force   3.4 eV/A
Electronic energy   -7161.6678 eV

The geometry in XYZ format:
```
9
Properties=species:S:1:pos:R:3:mulliken_charge:R:1
C -0.56 -0.93 1.01 0.13
C 0.13 0.67 -1.01 -0.77
N 0.43 -0.97 1.86 -0.40
N -0.10 0.08 0.23 0.02
O 1.02 0.09 1.00 -0.20
H -1.52 -1.53 1.11 0.33
H -0.01 1.81 -1.03 0.23
H 1.14 0.46 -1.35 0.33
H -0.54 0.32 -1.81 0.33
```



Computed, not measured: 2 unconnected molecules or ions with the total composition C4H10OS at a distorted geometry, with wB97M-V/def2-TZVPD.

Summary:
Frontier orbital gap   0.320 Eh
Charge   0
Maximum force   4.2 eV/A
Electronic energy   -17188.8671 eV

The geometry in XYZ format:
```
16
Properties=species:S:1:pos:R:3:mulliken_charge:R:1
C 2.42 0.71 1.23 -0.97
C -0.75 -1.68 -0.99 -1.10
C -0.51 0.56 -1.47 -0.51
C -1.51 -0.32 -0.85 0.35
O -0.05 1.46 -0.78 -0.06
S -1.81 0.05 0.94 -0.36
H 3.02 1.64 1.58 0.27
H 2.16 0.49 0.15 0.19
H 3.03 -0.04 1.53 0.34
H -0.38 -1.95 -1.98 0.31
H 0.04 -1.53 -0.09 0.21
H -1.31 -2.45 -0.50 0.37
H 1.48 0.76 1.65 0.20
H -2.56 -0.42 -1.30 0.37
H -0.48 1.67 0.10 0.22
H -2.80 1.05 0.77 0.16
```



Computed, not measured: 2 unconnected molecules or ions with the total composition C5H11F6N4O4PS at a distorted geometry, with wB97M-V/def2-TZVPD.

Summary:
Frontier orbital gap   0.185 Eh
Charge   0
Maximum force   7.6 eV/A
Electronic energy   -55938.8397 eV

The geometry in XYZ format:
```
32
Properties=species:S:1:pos:R:3:mulliken_charge:R:1
N 2.81 1.03 3.17 -0.25
C 2.94 1.51 2.20 0.41
O 3.05 2.07 1.01 -0.45
N 2.34 1.25 0.10 0.69
C 1.31 1.99 -0.64 -0.90
C -0.02 1.68 0.08 -0.60
C -0.97 0.92 -0.87 -0.85
S -0.45 -0.80 -0.79 0.99
O 0.95 -0.82 -1.18 -0.57
O -1.27 -1.64 -1.56 -0.59
O -0.61 -1.19 0.74 -0.45
C 3.18 0.52 -0.74 0.01
N 3.65 1.02 -1.95 -0.41
N 3.53 -0.72 -0.33 -0.29
H 1.27 1.73 -1.70 0.49
H 1.52 3.05 -0.51 0.44
H 0.20 1.05 0.94 0.46
H -0.51 2.61 0.38 0.32
H -0.94 1.31 -1.89 0.46
H -1.98 1.03 -0.48 0.42
H -1.58 -1.17 0.90 0.53
H 4.65 1.13 -1.80 0.37
H 3.53 0.26 -2.63 0.34
H 4.19 -0.81 0.43 0.26
H 3.04 -1.50 -0.77 0.29
F -3.45 -1.34 0.94 -0.41
P -4.84 -2.22 1.13 0.93
F -6.23 -2.45 1.96 -0.33
F -4.81 -2.37 -0.49 -0.31
F -4.06 -2.47 2.54 -0.34
F -4.81 -3.85 0.95 -0.33
F -5.61 -0.80 0.88 -0.33
```



> Look up the charge of the first one.

0